CH3N3O | the ωB97M-V functional and the def2-TZVPD basis

XYZ file:
```
8
Properties=species:S:1:pos:R:3:forces:R:3:lowdin_charge:R:1
O -2.673 0.052 -0.067 1.2108 -0.3653 0.8813 0.060
N 0.543 -0.004 -0.002 2.5989 -0.9133 0.9439 -0.090
N -0.465 0.980 0.055 -0.4012 2.0950 1.2434 0.009
N -0.479 -1.056 0.135 0.2784 1.6585 0.8199 0.060
C -1.483 0.003 0.134 -0.4567 0.2817 -1.8136 -0.517
H -0.286 2.037 0.365 -0.8381 -3.5499 -0.7881 0.205
H 1.207 0.038 0.867 -1.9171 -0.3336 -1.5420 0.140
H -0.390 -1.863 -0.506 -0.4749 1.1268 0.2553 0.134
```
Positions in Å, forces in eV/Å.

Results
HOMO energy, eV: -8.88
Net charge: 0
Kohn-Sham gap, eV: 9.7
SMILES: O=c1[nH][nH][nH]1
E_tot, eV: -7600.600
LUMO energy, eV: 0.87
Energy above the lowest of the compared OMol25 structures with the same formula, charge and spin, kJ/mol: 289.64